{
  "formula": "C26H75N9O11",
  "method": "ωB97M-V/def2-TZVPD",
  "e_tot_ha": -2355.81777,
  "fmax_ev_per_a": 8.7,
  "smiles": "COC[C@H](C)N.COC[C@H](C)N.COC[C@H](C)N.COC[C@H](C)N.COC[C@H](C)N.NC(N)=O.NC(N)=O.OCCO.OCCO",
  "homo_ev": -8.66,
  "gap_ev": 8.59,
  "symbols": ["C", "C", "O", "O", "H", "H", "H", "H", "H", "H", "C", "C", "O", "O", "H", "H", "H", "H", "H", "H", "C", "O", "N", "N", "H", "H", "H", "H", "C", "O", "N", "N", "H", "H", "H", "H", "C", "C", "C", "O", "C", "N", "H", "H", "H", "H", "H", "H", "H", "H", "H", "H", "H", "C", "C", "C", "O", "C", "N", "H", "H", "H", "H", "H", "H", "H", "H", "H", "H", "H", "C", "C", "C", "O", "C", "N", "H", "H", "H", "H", "H", "H", "H", "H", "H", "H", "H", "C", "C", "C", "O", "C", "N", "H", "H", "H", "H", "H", "H", "H", "H", "H", "H", "H", "C", "C", "C", "O", "C", "N", "H", "H", "H", "H", "H", "H", "H", "H", "H", "H", "H"],
  "positions_angstrom": [[-2.2256, 4.2937, 3.0417], [-2.2776, 3.4405, 4.2716], [-0.8880, 3.2119, 4.6192], [-1.8220, 5.5939, 3.3428], [-3.2662, 4.3136, 2.7178], [-1.7258, 3.7416, 2.2458], [-2.6557, 2.4244, 4.1584], [-2.8335, 3.7938, 5.1401], [-0.8161, 3.5328, 5.5212], [-2.4541, 5.9232, 3.9860], [3.7970, -1.2020, -3.1219], [2.9091, -0.4592, -4.0521], [1.5327, -0.4659, -3.5905], [3.7987, -0.4688, -1.8535], [4.8630, -1.1988, -3.3494], [3.5854, -2.2669, -3.0258], [3.0520, -1.0030, -4.9858], [3.1495, 0.5672, -4.3293], [1.5325, -0.7914, -2.6874], [4.5143, -0.7916, -1.3009], [1.0131, -4.7145, -1.2857], [0.7149, -5.1556, -0.2011], [0.1853, -4.4361, -2.2338], [2.1978, -4.1043, -1.5267], [-0.8143, -4.5719, -2.1843], [0.4877, -3.9094, -3.0408], [2.8887, -4.0872, -0.7901], [2.4872, -3.9045, -2.4735], [3.0266, 4.9007, -0.8861], [3.4744, 6.0314, -0.6999], [2.7703, 4.4215, -1.9992], [2.8518, 4.0293, 0.0454], [2.8644, 4.9750, -2.8388], [2.6270, 3.4218, -2.0164], [2.4711, 3.1244, -0.1917], [2.9450, 4.2772, 1.0201], [-0.1308, 1.5143, 0.3749], [1.1633, 0.7333, 0.0044], [1.0134, -0.8290, -0.1285], [0.4405, -1.1942, -1.4048], [-0.9559, -1.4533, -1.2260], [1.7839, 1.3872, -1.1642], [-0.0177, 2.5914, 0.4985], [-0.7269, 1.1463, 1.2100], [-0.8413, 1.3726, -0.4395], [1.8710, 0.8576, 0.8240], [0.4360, -1.2697, 0.6842], [2.0090, -1.2600, -0.0231], [-1.3082, -2.1142, -2.0179], [-1.5414, -0.5383, -1.3162], [-1.2600, -2.0186, -0.3450], [1.1417, 1.2101, -1.9234], [2.5945, 0.8076, -1.3290], [-3.1569, -3.5584, 1.7442], [-1.8695, -4.3390, 1.9284], [-1.6199, -4.8782, 3.4172], [-0.3822, -5.6310, 3.2709], [-0.0380, -6.2542, 4.5432], [-1.9811, -5.5540, 1.1153], [-3.3704, -3.3933, 0.6881], [-3.0461, -2.6378, 2.3172], [-3.9894, -4.1769, 2.0798], [-0.9940, -3.7738, 1.6089], [-2.3967, -5.5474, 3.7873], [-1.5323, -3.9935, 4.0479], [0.1934, -5.4752, 5.2697], [0.8060, -6.9403, 4.4721], [-0.8752, -6.9359, 4.6933], [-2.8458, -5.9842, 1.4107], [-2.1316, -5.4539, 0.1216], [-3.6539, 1.5958, 1.0304], [-5.0748, 1.0771, 0.6627], [-5.0965, -0.3834, 0.2352], [-6.4072, -0.8466, -0.1804], [-6.3444, -2.0024, -0.9964], [-6.0425, 1.2018, 1.8016], [-3.8934, 2.5393, 1.5210], [-2.9665, 1.6910, 0.1899], [-3.1415, 0.8481, 1.6358], [-5.5361, 1.6056, -0.1716], [-4.7101, -1.0526, 1.0039], [-4.4195, -0.4954, -0.6117], [-6.2195, -1.6723, -2.0277], [-7.3137, -2.4997, -0.9616], [-5.5760, -2.7012, -0.6656], [-6.0537, 2.1845, 2.0346], [-6.9755, 0.9297, 1.5268], [5.0060, 1.4252, 1.8161], [4.5356, 0.7064, 3.0314], [5.3098, -0.4884, 3.4819], [4.9296, -1.1056, 4.7725], [3.5337, -1.0626, 5.1202], [4.6443, 1.7993, 3.9887], [4.7826, 0.7899, 0.9590], [6.0752, 1.5660, 1.6576], [4.4459, 2.2867, 1.4524], [3.4964, 0.4112, 2.8861], [6.3833, -0.3403, 3.5990], [5.3039, -1.3415, 2.8035], [3.1279, -0.0510, 5.1334], [3.4615, -1.4483, 6.1371], [2.9433, -1.6850, 4.4478], [4.1997, 2.5397, 3.4649], [5.6178, 2.0601, 4.0537], [-1.8050, 1.3435, -4.0051], [-1.2121, 2.1756, -5.0921], [0.3818, 2.2565, -5.1960], [0.5678, 3.1623, -6.2403], [0.8714, 4.4647, -5.7880], [-1.8820, 1.7295, -6.2938], [-2.8807, 1.2483, -3.8572], [-1.4027, 1.6480, -3.0389], [-1.3860, 0.3430, -4.1128], [-1.5223, 3.2056, -4.9160], [0.7772, 1.3021, -5.5436], [0.8587, 2.4169, -4.2290], [-0.0286, 4.9650, -5.4305], [1.0912, 5.0940, -6.6504], [1.7671, 4.5999, -5.1818], [-1.5429, 0.7961, -6.4776], [-1.4265, 2.2652, -7.0189]],
  "forces_ev_per_a": [[-2.70, -0.80, 0.55], [1.86, -1.62, 0.40], [-0.41, 0.27, 0.85], [0.87, 0.30, -0.45], [-0.41, 0.19, -0.52], [0.81, 0.72, 0.15], [-0.52, 0.08, -0.82], [-0.05, 0.79, -0.17], [0.56, -0.08, 0.01], [0.02, 0.18, 0.01], [1.89, 1.30, 1.67], [-1.15, -0.44, -0.68], [1.50, -0.09, -1.40], [-0.35, -0.92, -0.19], [-0.05, 0.16, -1.12], [-0.76, 0.13, 0.24], [-0.69, -0.19, -0.40], [0.56, 0.10, 0.65], [-0.48, -0.21, 0.27], [0.07, -0.07, 0.06], [1.17, 1.33, 3.11], [-0.06, -0.97, 0.56], [-3.65, 0.34, -4.36], [2.40, 0.22, -0.13], [0.44, -0.39, 0.33], [-0.13, -0.07, 0.26], [-0.14, -0.32, -0.30], [0.06, -0.10, 0.41], [2.69, 5.29, 3.69], [-0.15, 0.74, 0.22], [-1.72, -2.86, -8.06], [-0.56, -3.08, 4.88], [0.09, -0.29, 0.30], [-0.30, 0.13, -0.79], [-0.18, -0.06, 0.22], [0.02, 0.14, -0.41], [-0.44, -0.80, -0.68], [-0.65, 0.39, 1.08], [0.15, 1.17, -0.35], [-0.72, -0.54, 2.19], [-0.53, -0.27, -1.31], [-0.56, -0.53, 0.93], [0.46, -0.09, -0.03], [0.60, -0.26, 0.43], [0.03, 0.22, -0.45], [0.12, 0.03, 0.28], [-0.20, 0.22, 0.05], [0.07, -0.08, -0.50], [0.30, 0.19, -0.44], [0.01, 0.12, 0.24], [0.63, 0.28, 0.54], [0.02, 0.10, -0.53], [0.32, 0.18, -0.60], [0.47, 0.18, 0.72], [-0.63, -1.81, 0.11], [1.51, 0.27, -2.61], [-0.16, 0.56, 1.55], [-0.62, 0.02, -1.69], [-0.11, -0.81, 0.20], [0.31, 0.39, -0.04], [-0.71, 0.33, -0.12], [-0.13, 0.22, 0.41], [0.11, -0.05, 0.14], [-0.34, 0.06, -0.13], [0.23, -0.09, 0.48], [-0.43, -0.28, 0.42], [0.32, 0.44, -0.58], [-0.23, 0.26, 1.18], [-0.18, -0.43, 0.23], [0.48, 0.68, -0.15], [-1.46, -0.88, -0.35], [-1.37, -1.12, 0.06], [-0.02, -0.55, -0.72], [0.70, 0.63, 0.77], [-0.50, 0.55, 0.00], [1.53, 0.28, 0.02], [0.91, 0.00, 0.18], [-0.51, 0.49, -0.32], [-0.27, 0.28, 0.73], [0.54, 0.41, -0.38], [-0.09, 0.04, 0.41], [0.20, 0.05, -0.34], [0.47, -0.28, -0.22], [0.01, 0.00, 0.22], [0.14, -0.02, -0.10], [-0.35, 0.14, 0.28], [0.01, -0.07, -0.25], [0.20, -2.20, -3.90], [0.45, 1.38, 0.46], [0.44, -2.18, 1.27], [-0.46, 1.26, -0.64], [0.76, 0.04, -0.16], [-1.14, -0.03, 1.64], [0.06, -0.60, -0.66], [0.09, 0.35, 0.79], [0.01, 0.41, 0.96], [-0.20, 0.14, 0.21], [0.03, 0.71, 0.15], [-0.55, 0.19, -0.72], [0.13, 0.13, -0.10], [0.07, -0.13, -0.12], [-0.12, -0.14, -0.09], [-0.01, 0.62, 0.71], [0.21, 0.03, 0.13], [1.39, -1.00, 1.83], [-0.24, 0.42, 0.81], [-2.56, -1.67, -0.24], [1.65, 0.96, 0.25], [-0.46, 1.12, -1.41], [0.92, 0.46, -0.82], [-0.01, 0.44, -0.73], [0.05, 0.23, 0.31], [-0.20, -0.44, -0.07], [0.01, 0.26, -0.12], [-0.11, -0.25, -0.01], [0.10, 0.80, -0.02], [0.07, -0.14, 0.93], [0.12, -0.34, -0.48], [-0.23, -0.58, 0.58], [-0.17, -0.56, -0.03], [-0.27, 0.24, -0.69]]
}


{
  "formula": "C10H16",
  "method": "ωB97M-V/def2-TZVPD",
  "e_tot_ha": -390.55421,
  "fmax_ev_per_a": 3.5,
  "smiles": "Cc1ccccc1.CCC",
  "homo_ev": -8.95,
  "gap_ev": 9.93,
  "symbols": ["C", "C", "C", "H", "H", "H", "H", "H", "H", "H", "H", "C", "C", "C", "C", "C", "C", "C", "H", "H", "H", "H", "H", "H", "H", "H"],
  "positions_angstrom": [[0.1308, -2.1772, 0.6943], [-0.1145, -3.4582, 1.4605], [1.0093, -1.0945, 1.4494], [0.6704, -2.2946, -0.3008], [-0.9068, -1.8341, 0.5217], [-0.1010, -3.2863, 2.5016], [2.0442, -1.3620, 1.3263], [0.8123, -4.0683, 1.2936], [-1.0073, -3.8750, 0.9873], [0.6480, -0.0086, 1.0676], [0.7402, -1.0289, 2.5284], [1.5860, 2.5796, 0.1797], [0.4623, 1.6358, -0.2850], [-0.7786, 1.7389, 0.2526], [0.7321, 0.7360, -1.3633], [-1.8007, 0.9394, -0.2365], [-0.3143, -0.0734, -1.8343], [-1.5913, 0.1390, -1.3425], [2.0715, 3.0787, -0.7306], [2.3407, 2.3030, 0.9226], [-0.9103, 2.6688, 0.9369], [1.7545, 0.7549, -1.7585], [-2.8961, 1.0426, 0.1033], [0.1089, -0.8850, -2.4138], [-2.5477, -0.4741, -1.6038], [1.2510, 3.4760, 0.7684]],
  "forces_ev_per_a": [[0.37, 1.70, -0.13], [2.36, -0.68, -2.10], [-3.12, 1.58, -0.33], [-1.06, -0.31, 1.05], [0.81, 0.66, -0.30], [-0.83, 0.16, 1.21], [0.51, 0.46, -0.02], [-1.05, -0.25, 0.12], [0.22, -0.66, 0.80], [1.66, -2.90, 0.78], [0.32, -0.44, -0.52], [0.02, 2.27, -0.59], [2.60, 0.52, -1.34], [-0.93, 2.27, 1.27], [-0.96, 1.03, 1.41], [-2.29, 1.07, -0.14], [2.20, 0.59, 0.31], [-2.27, -2.29, 0.53], [-0.31, -1.01, 1.24], [0.13, -1.19, -0.65], [-0.21, -2.18, -0.77], [-0.50, -0.51, 0.05], [2.00, -0.05, -0.27], [-1.15, -0.08, -0.77], [2.20, 0.90, -0.11], [-0.71, -0.65, -0.75]]
}


{
  "formula": "C4H7BO2",
  "method": "ωB97M-V/def2-TZVPD",
  "e_tot_ha": -331.76812,
  "fmax_ev_per_a": 5.7,
  "homo_ev": [-7.70, -6.64],
  "gap_ev": [7.60, 6.99],
  "symbols": ["B", "C", "C", "C", "C", "O", "O", "H", "H", "H", "H", "H", "H", "H"],
  "positions_angstrom": [[-0.8378, -1.7831, -1.5489], [-0.4314, 1.8727, -0.7733], [0.1296, 2.2857, 0.1808], [0.3315, -2.1279, 0.6357], [0.9405, 2.5011, 1.4168], [-0.3488, -2.1093, -0.4703], [-1.4708, -2.3823, -2.4788], [-1.0818, 1.7084, -1.5764], [1.4245, -2.0843, 0.5122], [-0.1121, -1.9512, 1.6308], [0.2507, 2.6631, 2.1948], [1.6028, 3.3118, 1.2292], [1.3351, 1.4860, 1.5585], [-1.7321, -3.3908, -2.5111]],
  "forces_ev_per_a": [[-0.55, 3.07, -2.27], [-1.11, 0.03, -1.22], [1.52, 0.39, 2.19], [2.04, -0.05, 1.84], [-1.26, -1.68, -2.24], [1.04, -1.40, 3.99], [-2.60, -4.04, -3.14], [-0.25, -0.36, -0.65], [-0.69, -0.07, 0.15], [-0.15, -0.05, -1.06], [-0.58, 0.61, 1.21], [0.89, 0.33, 0.39], [0.79, 0.66, 0.34], [0.90, 2.55, 0.48]]
}